# C23H50B2N8O6

6 unconnected molecules or ions with the total composition C23H50B2N8O6 at a distorted geometry (ωB97M-V with the def2-TZVPD basis set, OMol25).

Calculated values
SMILES: NCCCB(B(N)O)c1ccccn1.CNC(C)=O.CNC(C)=O.CNC(C)=O.CNC(C)=O.CNC(C)=O
HOMO energy, eV: -8.7
Electronic energy, eV: -50223.271
HOMO-LUMO gap, eV: 8.586
LUMO energy, eV: -0.14

Each line ends with the Löwdin charge.
Geometry (Å):
N1 -0.82241 -3.68547 -3.61733  -0.026
C1 0.51981 -3.13703 -3.82685  -0.293
C2 1.66588 -3.78277 -2.94470  -0.187
C3 1.22738 -4.25320 -1.50175  -0.148
B1 1.54288 -3.19756 -0.33194  -0.109
B2 2.73956 -3.62996 0.77520  -0.515
N2 2.25960 -4.40826 1.93586  0.152
O1 4.10038 -3.26522 0.65978  0.090
C4 0.72734 -1.81189 -0.19771  -0.161
C5 0.95021 -0.88490 0.88891  -0.007
C6 0.26041 0.38708 1.09254  -0.041
C7 -0.76246 0.61840 0.05050  -0.038
C8 -0.90956 -0.40677 -0.96126  -0.144
N3 -0.23449 -1.54948 -1.14141  0.091
H1 -1.25739 -3.28451 -2.78353  0.049
H2 -0.83631 -4.70252 -3.58468  0.071
H3 0.53546 -2.02843 -3.72382  0.096
H4 0.78858 -3.35898 -4.89939  0.107
H5 2.57093 -3.11121 -2.94520  0.112
H6 2.00111 -4.70946 -3.49199  0.105
H7 0.14874 -4.54189 -1.41232  0.103
H8 1.80990 -5.19337 -1.28217  0.100
H9 3.03177 -4.88361 2.40550  0.073
H10 1.71250 -3.81758 2.57138  0.045
H11 4.22812 -2.52854 0.04366  0.089
H12 1.72393 -1.16836 1.64392  0.100
H13 0.44657 1.07994 1.93704  0.086
H14 -1.39694 1.53232 0.06666  0.105
H15 -1.71869 -0.21054 -1.71156  0.112
C9 3.85699 4.84885 1.95256  -0.014
C10 2.82786 3.76722 1.74944  -0.557
O2 2.54511 2.96414 2.63340  0.001
N4 2.20892 3.69903 0.54504  0.018
C11 2.40172 4.54782 -0.61790  -0.065
H16 4.26117 4.77425 2.96016  0.081
H17 4.67599 4.72866 1.24144  0.085
H18 3.39888 5.83242 1.83539  0.084
H19 1.53370 2.95087 0.48379  0.119
H20 1.44672 5.01380 -0.86200  0.044
H21 2.71622 3.91947 -1.45372  0.087
H22 3.14822 5.31835 -0.44413  0.076
C12 -4.01284 0.88898 4.91350  -0.014
C13 -3.39525 0.94551 3.53976  -0.553
O3 -4.07053 0.89598 2.52166  0.023
N5 -2.04312 1.05537 3.45510  0.013
C14 -1.07724 1.12862 4.53402  -0.071
H23 -5.09308 0.80206 4.81711  0.082
H24 -3.64291 0.01835 5.45804  0.085
H25 -3.78711 1.80247 5.46690  0.082
H26 -1.70241 1.08690 2.50531  0.088
H27 -0.52247 2.06502 4.44251  0.084
H28 -0.38011 0.29356 4.43404  0.080
H29 -1.55208 1.08591 5.51024  0.073
C15 -2.44716 6.54298 -2.50213  -0.008
C16 -1.49965 6.24758 -1.36930  -0.538
O4 -0.42126 5.69694 -1.55090  0.016
N6 -1.87437 6.61219 -0.11566  0.007
C17 -3.09884 7.26759 0.30064  -0.074
H30 -2.00965 6.19436 -3.43522  0.084
H31 -3.39366 6.02190 -2.34791  0.087
H32 -2.61811 7.61806 -2.58057  0.086
H33 -1.19069 6.38273 0.59027  0.141
H34 -2.84079 8.20932 0.78872  0.084
H35 -3.61054 6.62484 1.01922  0.085
H36 -3.75996 7.46680 -0.53781  0.074
C18 2.27682 -2.76349 6.69251  -0.008
C19 2.31538 -2.50484 5.20914  -0.543
O5 1.37039 -2.77417 4.47773  0.013
N7 3.44257 -1.95590 4.68841  0.017
C20 4.65582 -1.56955 5.38073  -0.070
H37 1.31618 -3.20186 6.95483  0.084
H38 3.06507 -3.46392 6.97392  0.086
H39 2.39170 -1.82740 7.24192  0.085
H40 3.39582 -1.81267 3.68991  0.132
H41 4.82324 -0.50297 5.21972  0.086
H42 5.49174 -2.12764 4.95496  0.085
H43 4.59731 -1.76733 6.44731  0.074
C21 -3.48958 -3.92881 -9.14416  -0.017
C22 -2.53887 -4.23756 -8.01508  -0.559
O6 -1.46590 -4.79199 -8.20444  0.021
N8 -2.90870 -3.87869 -6.75769  0.006
C23 -4.12684 -3.21998 -6.33502  -0.082
H44 -3.05685 -4.27355 -10.08104  0.081
H45 -4.43871 -4.44566 -8.99062  0.082
H46 -3.65494 -2.85214 -9.21492  0.082
H47 -2.22322 -4.11557 -6.05199  0.117
H48 -3.86186 -2.28294 -5.84121  0.082
H49 -4.64034 -3.86399 -5.61828  0.081
H50 -4.78958 -3.01167 -7.17064  0.070

Force components x, y, z for each atom (eV/Å):
N -0.1 0.6 -0.1
C 0.8 -0.4 -0.6
C -0.3 -0.5 -0.5
C 0.7 -0.1 0.5
B -0.4 0.6 -0.4
B 0.0 0.4 0.9
N 1.3 0.6 -1.1
O -0.8 -0.2 0.2
C -0.3 0.8 0.5
C 0.1 0.7 0.5
C -1.4 -2.1 -3.2
C 2.1 -1.4 1.4
C -1.1 1.4 -0.2
N 0.2 1.2 1.6
H 0.3 -0.4 -0.2
H 0.1 0.3 0.2
H -0.4 -0.9 0.1
H -0.1 0.3 1.0
H -0.9 -0.5 0.2
H -0.3 0.8 0.5
H 0.7 0.3 -0.5
H -0.6 0.8 -0.2
H -0.4 0.3 0.3
H 0.0 -0.6 0.0
H -0.1 -0.6 0.0
H -0.7 0.2 -0.7
H 0.1 -0.6 -0.7
H 0.5 -0.9 -0.2
H 0.8 -0.2 0.6
C 0.1 0.0 0.1
C -0.3 -0.4 0.0
O 0.0 0.1 0.1
N 0.4 0.2 0.4
C -0.4 -0.3 -0.1
H -0.1 -0.1 -0.1
H -0.1 0.2 0.0
H 0.1 0.0 -0.1
H 0.0 0.1 -0.1
H 0.2 0.1 -0.2
H 0.1 0.2 -0.1
H 0.0 -0.1 0.1
C -0.1 0.0 0.1
C 0.0 0.0 -0.5
O 0.0 0.0 0.1
N -0.4 0.1 0.3
C 0.2 0.0 -0.5
H 0.1 0.0 -0.1
H 0.0 0.1 0.1
H 0.1 -0.1 0.1
H -0.1 -0.1 0.1
H 0.1 -0.1 0.2
H 0.1 0.0 0.2
H -0.1 0.0 -0.1
C 0.0 0.0 -0.1
C 0.3 -0.1 0.2
O -0.2 0.1 -0.1
N 0.0 0.0 -0.4
C 0.3 -0.1 0.4
H 0.1 0.0 0.1
H -0.1 0.2 0.0
H -0.2 -0.1 0.0
H -0.1 0.0 0.0
H -0.2 0.1 0.0
H -0.2 0.1 0.0
H 0.1 -0.1 0.0
C -0.1 0.0 0.1
C 0.0 0.1 -0.4
O -0.1 0.0 0.1
N -0.3 -0.2 0.3
C 0.0 0.1 -0.5
H 0.0 0.0 -0.1
H 0.0 0.1 0.1
H 0.1 -0.1 0.1
H 0.1 0.0 0.0
H 0.2 0.0 0.2
H 0.1 0.1 0.2
H -0.1 0.0 -0.1
C 0.0 0.0 -0.1
C 0.4 -0.1 0.2
O -0.1 0.0 -0.1
N 0.0 -0.1 -0.4
C 0.4 -0.1 0.3
H 0.1 0.0 0.1
H -0.1 0.2 0.0
H -0.2 -0.1 0.0
H -0.1 0.2 0.1
H -0.2 0.0 0.0
H -0.2 0.2 0.0
H 0.1 -0.1 0.0

=====

# C2H8N2S

2 unconnected molecules or ions with the total composition C2H8N2S at a distorted geometry (ωB97M-V with the def2-TZVPD basis set, OMol25).

Calculated values
SMILES: N/C=C/N.S
HOMO energy, eV: -7.8
Electronic energy, eV: -16018.175
HOMO-LUMO gap, eV: 8.739
LUMO energy, eV: 0.90

Each line ends with the Löwdin charge.
Geometry (Å):
S1 0.68246 -3.35233 0.10199  0.356
H1 -0.59217 -3.62937 -0.20195  -0.261
C1 0.32943 1.41503 -0.14354  -0.229
C2 -0.28492 0.25389 -0.06369  -0.208
N1 -0.22631 -0.57494 1.10018  -0.048
N2 0.35877 2.20914 -1.28278  0.027
H2 0.94719 1.73608 0.68415  0.113
H3 -0.86389 -0.17515 -0.86822  0.112
H4 0.30964 -2.00813 0.52505  -0.210
H5 0.38149 -0.18956 1.80766  0.096
H6 -1.12530 -0.86680 1.45206  0.095
H7 -0.32839 1.97623 -1.98166  0.080
H8 0.41199 3.20590 -1.12925  0.078

Force components x, y, z for each atom (eV/Å):
S -0.3 0.7 0.1
H 0.0 -0.1 0.0
C 0.1 0.2 -0.2
C -0.7 -0.6 0.7
N 0.4 0.2 -0.6
N 0.3 0.4 -0.3
H 0.0 0.3 0.1
H -0.1 0.1 -0.2
H 0.5 -1.2 -0.2
H -0.2 -0.1 0.3
H -0.1 0.2 0.2
H 0.0 0.0 0.0
H 0.0 -0.2 0.1

=====

Question: Which of these has the lowest electronic energy?
Answer: C23H50B2N8O6